--- i ---
A cluster of 10 separate species, C4H29NO10 in total, computed with the ωB97M-V functional and the def2-TZVPD basis.

Values from the calculation:
Spin multiplicity   1
SMILES   COC[C@H](C)N.O.O.O.O.O.O.O.O.O
Kohn-Sham gap   8.51 eV

Positions of all 44 atoms, in Å:
C: -28.4556 -3.8088 -26.0898
O: -27.5888 -4.6136 -25.3247
C: -26.4540 -3.8902 -24.8638
C: -25.5072 -4.6687 -23.9609
C: -25.1640 -6.0356 -24.5551
N: -26.1013 -4.9244 -22.6175
H: -29.0399 -4.4630 -26.7412
H: -27.8390 -3.2695 -26.8170
H: -29.1074 -3.1619 -25.4990
H: -25.9410 -3.5183 -25.7663
H: -26.8132 -2.9438 -24.4371
H: -24.6628 -4.0052 -23.7730
H: -24.3916 -6.5028 -23.9500
H: -24.9231 -5.8661 -25.6058
H: -26.0495 -6.6674 -24.4924
H: -27.0912 -5.0943 -22.7717
H: -26.0325 -4.0816 -22.0576
O: -32.5516 1.8382 -25.9678
H: -32.8116 2.5268 -25.3320
H: -33.3343 1.2849 -26.0461
O: -26.1404 -0.9950 -26.7945
H: -25.6578 -0.1630 -26.8660
H: -26.8535 -0.9397 -27.4661
O: -29.4952 0.1208 -25.2053
H: -29.9966 0.9001 -25.4958
H: -29.4860 -0.4471 -25.9854
O: -30.0778 1.3691 -22.6888
H: -30.0597 0.9645 -23.5759
H: -29.2299 1.0979 -22.3216
O: -30.4245 3.6368 -26.1532
H: -31.0907 3.4044 -26.8062
H: -30.8273 3.3649 -25.3157
O: -30.7042 -2.3930 -28.3655
H: -31.1299 -3.0927 -27.8558
H: -31.4114 -1.7716 -28.5727
O: -26.9815 -0.3628 -24.1045
H: -27.9067 -0.3235 -24.4017
H: -26.4499 -0.5163 -24.9038
O: -31.8235 3.3518 -23.7217
H: -31.4396 2.6703 -23.1375
H: -31.9691 4.1096 -23.1469
O: -28.2579 -1.2797 -28.4834
H: -29.2129 -1.4910 -28.5089
H: -27.9457 -1.4351 -29.3814

=====

--- ii ---
A cluster of 11 separate species, C4H29NO10 in total, computed with the ωB97M-V functional and the def2-TZVPD basis.

Values from the calculation:
Spin multiplicity   1
SMILES   C=CCNC.O.O.O.O.O.O.O.O.O.O
Kohn-Sham gap   9.39 eV

Positions of all 44 atoms, in Å:
C: -2.9746 1.0056 -0.3124
C: -2.3473 -0.0624 0.1598
C: -0.8718 -0.2343 -0.0502
N: -0.3317 -1.2685 0.8515
C: 1.1515 -1.4303 0.7889
H: -4.0271 1.1036 -0.2225
H: -2.4440 1.7928 -0.8117
H: -2.8769 -0.8441 0.6897
H: -0.3740 0.7481 0.0604
H: -0.7344 -0.5439 -1.0995
H: -0.4876 -0.9822 1.8063
H: 1.6980 -0.5782 1.2021
H: 1.3757 -1.5328 -0.2835
H: 1.4657 -2.3516 1.2171
O: -2.8715 -1.8683 -2.7373
H: -2.0613 -2.3894 -2.7062
H: -2.7682 -1.0941 -3.2954
O: 1.1609 1.6349 -3.2118
H: 0.5507 0.9278 -3.4394
H: 1.9303 1.4033 -3.7475
O: 1.3764 -1.5992 -3.1890
H: 0.7322 -1.9018 -3.8149
H: 1.4813 -2.1751 -2.4239
O: -0.7156 -3.2163 -1.1877
H: -0.6678 -2.5988 -0.4393
H: -1.1809 -4.0256 -0.9716
O: -0.0775 2.7674 1.6333
H: 0.7341 2.5796 1.0961
H: -0.6999 2.3209 1.0402
O: -0.8570 1.3780 3.6885
H: -0.2727 1.9101 3.0844
H: -1.4731 2.0802 3.9459
O: 3.4466 0.3678 1.8263
H: 2.9836 0.8560 2.5126
H: 4.2615 -0.0579 2.0991
O: 1.4425 2.3471 -0.6212
H: 2.4168 2.2778 -0.5425
H: 1.2759 1.9668 -1.5133
O: -2.9285 -0.6142 3.6759
H: -2.2151 -0.1121 3.2344
H: -2.4023 -1.3599 4.0041
O: 3.7348 0.6877 -0.9566
H: 3.2247 0.1555 -0.3383
H: 4.5814 1.0375 -0.6869

=====

Ordering by calculated energy gives the sequence i, ii, with the first entry being the most stable.

=====

--- i ---
A cluster of 11 separate species, C33H66O11 in total, computed with the ωB97M-V functional and the def2-TZVPD basis.

Values from the calculation:
Spin multiplicity   1
SMILES   CC(C)=O.CC(C)=O.CC(C)=O.CC(C)=O.CC(C)=O.CC(C)=O.CC(C)=O.CC(C)=O.CC(C)=O.CC(C)=O.CC(C)=O
Kohn-Sham gap   9.80 eV

Positions of all 110 atoms, in Å:
C: -2.7984 2.8133 -0.7337
C: -2.4173 4.2599 -0.5223
C: -3.5714 5.3136 -0.3836
O: -1.2739 4.6071 -0.4145
H: -3.4064 2.7389 -1.6579
H: -3.3643 2.4637 0.1219
H: -1.8861 2.2184 -0.8315
H: -3.1546 6.1815 0.1518
H: -4.3968 4.8044 0.1465
H: -3.8568 5.6564 -1.3644
C: -2.3650 1.2392 2.5932
C: -2.5794 1.2345 4.1072
C: -1.4176 1.6472 5.0239
O: -3.6610 0.8955 4.5446
H: -1.7790 0.3569 2.2956
H: -1.6842 2.0881 2.2944
H: -3.3162 1.3785 2.0829
H: -1.6638 1.2523 6.0194
H: -1.3148 2.7277 5.0590
H: -0.5329 1.1537 4.6150
C: -0.9280 -2.9767 4.3474
C: -0.0125 -1.9619 3.7595
C: 1.2758 -1.6418 4.5430
O: -0.2864 -1.2918 2.7637
H: -0.3803 -3.8501 4.6560
H: -1.6892 -3.2553 3.6148
H: -1.4047 -2.5465 5.2136
H: 1.9090 -2.5229 4.7164
H: 0.9679 -1.2079 5.4946
H: 1.9009 -0.9005 4.0225
C: -2.0216 1.4405 -3.8615
C: -0.6269 1.8945 -4.3012
C: 0.0368 2.8880 -3.3905
O: -0.1222 1.4459 -5.3449
H: -2.4702 0.7822 -4.6066
H: -2.6064 2.3607 -3.7482
H: -2.0176 0.9431 -2.8864
H: 0.3996 2.3877 -2.4948
H: -0.6145 3.7227 -3.1974
H: 0.9202 3.2819 -3.9130
C: -2.5660 -6.0136 0.8528
C: -2.1118 -4.7681 0.2328
C: -2.2641 -3.4828 1.0585
O: -1.5337 -4.7243 -0.8342
H: -2.5620 -6.8907 0.1794
H: -3.5154 -5.8041 1.3810
H: -1.8103 -6.2328 1.5954
H: -2.6746 -2.7286 0.3866
H: -1.2822 -3.1095 1.3620
H: -2.8937 -3.5952 1.9412
C: 3.6141 -3.9389 1.7139
C: 2.1541 -4.2678 1.4138
C: 1.7133 -4.5446 -0.0282
O: 1.3388 -4.2896 2.3382
H: 3.7137 -3.5301 2.7147
H: 3.8946 -3.1197 1.0163
H: 4.1919 -4.8355 1.6083
H: 1.9694 -3.7551 -0.7043
H: 0.6595 -4.7351 -0.0822
H: 2.2415 -5.3836 -0.4894
C: 3.2192 1.0770 -3.1095
C: 2.4582 -0.0631 -3.7430
C: 2.7588 -0.3086 -5.2064
O: 1.7141 -0.7365 -3.0935
H: 3.4167 1.7845 -3.8953
H: 4.1994 0.7291 -2.7757
H: 2.7248 1.5940 -2.3242
H: 3.8402 -0.2103 -5.3148
H: 2.1660 0.2998 -5.8737
H: 2.4117 -1.3173 -5.4741
C: -0.4979 -0.5732 -0.5217
C: 0.7908 0.0699 -0.2296
C: 1.8856 -0.7726 0.3970
O: 0.9650 1.2388 -0.5402
H: -1.3302 0.1190 -0.4736
H: -0.6849 -1.3864 0.1885
H: -0.4631 -1.0822 -1.5039
H: 1.3726 -1.4268 1.1240
H: 2.6008 -0.1008 0.8229
H: 2.4448 -1.3712 -0.3784
C: -3.9874 -4.3579 -3.3929
C: -3.5891 -2.9133 -3.8253
C: -2.5411 -2.2741 -2.9462
O: -4.1709 -2.3547 -4.7339
H: -4.3479 -4.2817 -2.3538
H: -3.1104 -5.0000 -3.3169
H: -4.7763 -4.7725 -4.0534
H: -1.8287 -3.0144 -2.5958
H: -3.0320 -1.7907 -2.1104
H: -2.0269 -1.4848 -3.4710
C: 3.4268 3.6015 2.9747
C: 2.6630 2.2721 3.0260
C: 1.2413 2.2973 2.5966
O: 3.1750 1.2501 3.4277
H: 4.5174 3.4636 2.9260
H: 3.2452 4.2716 3.7982
H: 3.0384 4.0353 2.0733
H: 0.7998 3.0301 3.2789
H: 0.7283 1.3310 2.6155
H: 1.0866 2.7523 1.5927
C: 1.9408 4.9869 -0.9959
C: 3.1780 4.3638 -1.5394
C: 3.8516 3.4086 -0.6546
O: 3.5784 4.6294 -2.6847
H: 1.2712 5.2320 -1.8090
H: 2.1939 5.8425 -0.4096
H: 1.4552 4.2174 -0.3548
H: 4.7467 2.9493 -1.0742
H: 3.1093 2.5887 -0.5179
H: 4.1046 3.8845 0.2639

=====

--- ii ---
A cluster of 11 separate species, C33H66O11 in total, computed with the ωB97M-V functional and the def2-TZVPD basis.

Values from the calculation:
Spin multiplicity   1
SMILES   CC(C)=O.CC(C)=O.CC(C)=O.CC(C)=O.CC(C)=O.CC(C)=O.CC(C)=O.CC(C)=O.CC(C)=O.CC(C)=O.CC(C)=O
Kohn-Sham gap   9.23 eV

Positions of all 110 atoms, in Å:
C: 3.5697 -2.9986 0.4352
C: 4.2312 -3.8178 -0.6339
C: 5.5995 -3.3503 -1.0868
O: 3.7615 -4.8439 -1.0586
H: 2.5839 -2.6561 0.1136
H: 4.1397 -2.0814 0.5986
H: 3.5047 -3.5796 1.3512
H: 6.1531 -3.0054 -0.2115
H: 5.4748 -2.5619 -1.8316
H: 6.1691 -4.1405 -1.5706
C: 4.3321 1.2637 2.7541
C: 3.6344 0.9815 1.4436
C: 4.2797 1.4262 0.1706
O: 2.5709 0.4113 1.3968
H: 4.6527 2.3090 2.7996
H: 5.2239 0.6612 2.9182
H: 3.6154 1.1710 3.5671
H: 3.5095 1.6192 -0.5727
H: 4.8744 0.5675 -0.1743
H: 5.0201 2.2246 0.1856
C: -0.6357 3.8668 -3.4391
C: -0.1913 2.5985 -4.1345
C: -1.2100 1.8541 -4.9496
O: 0.9345 2.1674 -4.0433
H: -0.6067 4.7653 -4.0515
H: 0.0239 3.9950 -2.5800
H: -1.6499 3.7151 -3.0658
H: -1.5550 0.9400 -4.4642
H: -0.7544 1.5747 -5.9021
H: -2.0927 2.4452 -5.1958
C: -2.1317 -2.4221 -3.9359
C: -1.2053 -2.0673 -5.0766
C: 0.2012 -1.6090 -4.7583
O: -1.5969 -2.1845 -6.2139
H: -3.1500 -2.3818 -4.3188
H: -2.0172 -1.7523 -3.0821
H: -1.9527 -3.4476 -3.6051
H: 0.1617 -0.5743 -4.4125
H: 0.7641 -1.6953 -5.6851
H: 0.6482 -2.2050 -3.9629
C: -0.6049 -0.7650 0.6259
C: -0.9703 0.0694 -0.5771
C: -0.0253 1.1998 -0.8670
O: -1.8765 -0.2477 -1.3025
H: 0.4749 -0.8071 0.7489
H: -1.1173 -1.7225 0.6368
H: -1.0139 -0.1894 1.4682
H: -0.5982 2.0691 -1.2129
H: 0.6622 0.8980 -1.6568
H: 0.5072 1.6293 -0.0186
C: -5.6506 -2.7756 1.1449
C: -5.5310 -2.6219 -0.3560
C: -4.3295 -3.2606 -0.9937
O: -6.3869 -2.0468 -0.9861
H: -5.9686 -3.7626 1.4785
H: -6.3810 -2.0500 1.4974
H: -4.6808 -2.5282 1.5794
H: -4.5344 -3.5183 -2.0330
H: -3.9403 -4.1130 -0.4431
H: -3.5457 -2.4942 -1.0529
C: -4.1716 1.5841 1.1148
C: -4.4542 0.4571 2.0800
C: -5.8619 0.4428 2.6499
O: -3.6974 -0.4724 2.2030
H: -3.1672 1.5186 0.6970
H: -4.2965 2.5306 1.6410
H: -4.8374 1.4515 0.2608
H: -6.6086 0.4673 1.8562
H: -5.9925 1.2474 3.3731
H: -6.0309 -0.5083 3.1555
C: 1.5728 -2.0483 3.2971
C: 1.3617 -3.5288 3.2357
C: 2.3805 -4.4085 3.9374
O: 0.4347 -4.0051 2.6256
H: 1.7631 -1.7709 4.3358
H: 0.7254 -1.4933 2.9157
H: 2.4415 -1.8595 2.6630
H: 3.3753 -4.2548 3.5230
H: 2.0636 -5.4456 3.8376
H: 2.3887 -4.2209 5.0133
C: 5.4533 -0.0519 -3.8469
C: 4.1711 -0.8054 -3.5691
C: 2.9783 -0.0287 -3.0076
O: 4.0296 -1.9752 -3.8256
H: 5.2875 0.5716 -4.7251
H: 6.2176 -0.7945 -4.0723
H: 5.7091 0.5496 -2.9755
H: 2.9963 1.0543 -3.0499
H: 2.9587 -0.3419 -1.9555
H: 2.1290 -0.5034 -3.4896
C: -0.6779 4.7002 1.5168
C: -2.0563 4.7843 0.9209
C: -3.1125 5.4587 1.7534
O: -2.2777 4.3802 -0.1969
H: -0.0359 5.4816 1.1047
H: -0.2171 3.7308 1.3365
H: -0.6994 4.8897 2.5917
H: -3.0742 5.0493 2.7628
H: -4.1001 5.3952 1.3011
H: -2.9073 6.5324 1.8054
C: 0.5634 1.1445 3.9178
C: -0.3931 2.2097 4.4384
C: -1.7800 1.7601 4.8278
O: -0.0128 3.3439 4.5955
H: 1.5693 1.4775 4.1651
H: 0.5204 1.1647 2.8277
H: 0.4095 0.1576 4.3347
H: -2.3702 2.5371 5.3059
H: -1.7397 0.8790 5.4700
H: -2.3014 1.4205 3.9250

=====

Ordering by calculated energy gives the sequence i, ii, with the first entry being the most stable.

=====

--- i ---
A structure of composition C12H36O6, computed with the ωB97M-V functional and the def2-TZVPD basis.

Values from the calculation:
Spin multiplicity   1
Kohn-Sham gap   8.79 eV

Positions of all 54 atoms, in Å:
C: -3.0000 0.3398 -1.1477
C: -3.1292 1.2841 0.0576
O: -2.0494 1.1482 0.9761
H: -2.8129 -0.7101 -0.9225
H: -2.0968 0.6103 -1.6946
H: -3.9252 0.3817 -1.7225
H: -4.0190 0.9894 0.6139
H: -3.3090 2.3183 -0.2360
H: -2.2683 1.6741 1.7488
C: 0.9888 -0.1397 1.1053
C: -0.3991 -0.7184 1.0764
O: -1.0160 -0.3635 -0.1311
H: 1.5678 -0.6250 1.8910
H: 1.0165 0.9500 1.1021
H: 1.4156 -0.4553 0.1533
H: -1.0314 -0.2716 1.8436
H: -0.3036 -1.8024 1.0139
H: -1.6203 0.3468 0.0967
C: -1.6089 -0.6646 -2.7758
C: -0.2921 -0.5508 -2.1125
O: -0.1191 -1.6671 -1.2465
H: -2.3984 -0.7682 -2.0315
H: -1.6823 -1.3951 -3.5814
H: -1.6954 0.2512 -3.3606
H: -0.1349 0.4498 -1.7098
H: 0.4257 -0.7003 -2.9191
H: -0.3587 -1.3056 -0.3900
C: -1.8317 -1.6160 3.2973
C: -2.7459 -1.0588 2.1756
O: -3.6770 -0.3126 2.9673
H: -1.3739 -0.7287 3.7347
H: -1.0563 -2.2842 2.9230
H: -2.3324 -2.2129 4.0596
H: -3.2904 -1.8114 1.6054
H: -2.1297 -0.4760 1.4910
H: -3.3042 0.5686 3.0452
C: 3.6103 -0.1981 -2.2469
C: 2.2982 -0.3682 -1.5105
O: 2.4822 -1.2955 -0.4815
H: 3.4502 0.5031 -3.0658
H: 4.0427 -1.1133 -2.6513
H: 4.4361 0.1958 -1.6546
H: 1.4830 -0.6308 -2.1848
H: 2.0652 0.6191 -1.1116
H: 1.6832 -1.8270 -0.4527
C: 3.2486 0.6851 0.5420
C: 3.5992 2.1754 0.7715
O: 2.5933 2.9039 0.0402
H: 3.9759 -0.0575 0.8702
H: 3.3567 0.5392 -0.5328
H: 2.1898 0.5028 0.7257
H: 4.5341 2.6038 0.4102
H: 3.5801 2.3719 1.8434
H: 2.9683 3.7167 -0.3066

=====

--- ii ---
A cluster of 6 separate species, C12H36O6 in total, computed with the ωB97M-V functional and the def2-TZVPD basis.

Values from the calculation:
Spin multiplicity   1
SMILES   CCO.CCO.CCO.CCO.CCO.CCO
Kohn-Sham gap   10.32 eV

Positions of all 54 atoms, in Å:
C: -1.2357 5.4478 0.3623
C: -0.8974 5.9550 1.7551
O: -0.0975 7.1298 1.6814
H: -1.8413 4.5416 0.3698
H: -0.3753 5.1527 -0.2382
H: -1.8331 6.1908 -0.1660
H: -0.3306 5.2266 2.3350
H: -1.8067 6.0907 2.3406
H: 0.3282 7.1695 2.5409
C: 6.7562 -2.8695 -0.7116
C: 5.2696 -3.0675 -1.0075
O: 4.8623 -4.2694 -0.3910
H: 7.3746 -3.7450 -0.9092
H: 6.7638 -2.6342 0.3527
H: 7.1660 -2.0062 -1.2358
H: 5.1550 -3.0922 -2.0911
H: 4.6642 -2.2289 -0.6632
H: 4.6395 -4.0946 0.5263
C: -3.7799 -5.8203 2.2568
C: -5.2138 -5.4454 1.9079
O: -5.9645 -5.0723 3.0883
H: -3.1867 -5.9124 1.3470
H: -3.7574 -6.7848 2.7640
H: -3.2404 -5.0417 2.7961
H: -5.6918 -6.2432 1.3395
H: -5.2364 -4.6026 1.2170
H: -6.8881 -4.8539 2.9442
C: -1.7059 -0.1190 1.8397
C: -0.2881 -0.1658 1.3065
O: -0.2978 0.3894 0.0301
H: -1.7265 -0.4247 2.8857
H: -2.3926 -0.7671 1.2951
H: -2.1305 0.8848 1.8432
H: -0.0107 -1.2179 1.2412
H: 0.3411 0.4210 1.9758
H: -0.8521 -0.1957 -0.4913
C: 5.4647 4.3354 -0.3129
C: 4.0305 3.8467 -0.1179
O: 3.4785 3.4544 -1.3593
H: 6.0367 3.5811 -0.8533
H: 5.9196 4.3972 0.6757
H: 5.7126 5.2425 -0.8640
H: 3.3997 4.6827 0.1843
H: 3.9684 3.0506 0.6241
H: 2.7841 2.8170 -1.1772
C: -4.4701 -0.5028 -3.3040
C: -3.3990 -1.1961 -4.1456
O: -2.5059 -1.8065 -3.2161
H: -4.9904 -1.1825 -2.6291
H: -5.1644 -0.0286 -3.9977
H: -3.9909 0.3252 -2.7816
H: -2.8975 -0.4505 -4.7627
H: -3.8776 -1.9691 -4.7469
H: -2.0384 -2.5219 -3.6534

=====

Ordering by calculated energy gives the sequence ii, i, with the first entry being the most stable.

=====

--- i ---
A cluster of 2 separate species, C11H11N in total, computed with the ωB97M-V functional and the def2-TZVPD basis.

Values from the calculation:
Spin multiplicity   1
SMILES   c1ccccc1.c1ccncc1
Kohn-Sham gap   9.48 eV

Positions of all 23 atoms, in Å:
C: -2.1849 0.4457 -1.2291
C: -2.5571 -0.6861 -2.0510
C: -1.8040 -1.9039 -2.2575
C: -0.7543 -1.9881 -1.3142
C: -0.5720 -0.9483 -0.2597
C: -1.2060 0.2065 -0.3568
H: -2.7625 1.4259 -1.4029
H: -3.4443 -0.6842 -2.6364
H: -2.0259 -2.6296 -2.9447
H: -0.2198 -2.8561 -1.3517
H: -0.1467 -1.1437 0.8829
H: -0.9107 0.9759 0.2543
C: 1.7275 0.0287 2.1868
C: 2.7952 0.2448 1.3043
C: 2.6451 1.2079 0.3231
N: 1.6620 2.1158 0.2565
C: 0.6324 1.7742 1.1453
C: 0.6359 0.8487 2.1110
H: 1.7033 -0.7829 2.8340
H: 3.6880 -0.2838 1.1241
H: 3.6189 1.4584 -0.1676
H: -0.1972 2.5381 0.9451
H: -0.3227 0.6359 2.6044

=====

--- ii ---
A cluster of 2 separate species, C11H11N in total, computed with the ωB97M-V functional and the def2-TZVPD basis.

Values from the calculation:
Spin multiplicity   1
SMILES   c1ccccc1.c1ccncc1
Kohn-Sham gap   9.24 eV

Positions of all 23 atoms, in Å:
C: 0.1065 1.5353 -0.8084
C: -0.5812 0.4293 -1.3094
C: -1.5859 -0.1706 -0.5493
C: -1.9030 0.3355 0.7118
C: -1.2153 1.4415 1.2128
C: -0.2106 2.0413 0.4527
H: 0.8970 2.0073 -1.4065
H: -0.3317 0.0310 -2.3017
H: -2.1270 -1.0409 -0.9436
H: -2.6936 -0.1365 1.3099
H: -1.4648 1.8397 2.2052
H: 0.3305 2.9116 0.8470
C: 1.6945 -0.1214 0.3850
C: 1.8598 -0.7467 -0.8480
C: 1.0013 -1.7905 -1.1905
N: 0.0151 -2.2342 -0.3961
C: -0.1315 -1.6217 0.7888
C: 0.6755 -0.5702 1.2210
H: 2.3509 0.7042 0.6902
H: 2.6477 -0.4318 -1.5449
H: 1.1070 -2.3028 -2.1559
H: -0.9431 -1.9973 1.4259
H: 0.5022 -0.1121 2.2036

=====

Ordering by calculated energy gives the sequence ii, i, with the first entry being the most stable.